# 1
DFT (ωB97M-V with the def2-TZVPD basis set) results for C12H23BrN4O4 as an isolated structure.

Values from the calculation:
- total energy (eV) = -97006.3354
- energy above the lowest of the compared OMol25 structures with the same formula, charge and spin (eV) = 0.000
- highest occupied orbital energy (Eh) = -0.2229
- multiplicity = 1
- LUMO energy (eV) = -1.63
- total charge = 0
- HOMO-LUMO gap (eV) = 4.4

Each line ends with the natural charge from an NBO analysis.
Positions of all 44 atoms, in Å:
C 3.256 -0.927 0.721  -0.617
C 2.253 -1.860 0.071  -0.221
N 1.009 -1.164 -0.367  -0.547
C 0.007 -1.242 0.694  -0.224
C -1.314 -0.713 0.159  -0.432
C -1.425 0.817 0.251  0.133
C -1.959 1.305 1.597  -0.442
C -0.903 1.500 2.682  -0.072
O -1.194 0.582 3.751  -0.554
C -0.188 0.470 4.653  0.653
O 0.165 1.359 5.347  -0.517
N -2.354 1.177 -0.886  -0.497
C -1.620 1.311 -1.971  0.755
N -2.071 1.138 -3.250  -0.913
N -0.293 1.591 -1.727  -0.581
C -0.235 1.645 -0.259  0.204
O -0.624 3.025 -0.006  -0.732
C 0.557 -1.883 -1.551  0.697
C 1.151 -1.461 -2.839  -0.810
O -0.247 -2.782 -1.462  -0.605
H 2.969 -0.675 1.743  0.193
H 3.470 -0.051 0.119  0.217
H 4.193 -1.475 0.822  0.226
H 2.711 -2.249 -0.840  0.226
H 2.035 -2.729 0.692  0.191
H -0.139 -2.216 1.163  0.212
H 0.344 -0.581 1.494  0.187
H -2.123 -1.143 0.749  0.234
H -1.504 -1.022 -0.863  0.227
H -2.536 2.217 1.497  0.246
H -2.646 0.549 1.973  0.239
H -0.919 2.518 3.067  0.205
H 0.115 1.316 2.340  0.170
H 0.287 -0.515 4.706  0.123
H -3.173 0.595 -1.035  0.432
H -2.000 0.217 -3.652  0.439
H -2.413 1.877 -3.834  0.441
H 0.192 0.706 -1.980  0.452
H 0.728 1.590 0.225  0.234
H -0.029 3.416 0.639  0.485
H 1.993 -0.798 -2.674  0.230
H 1.498 -2.356 -3.475  0.333
H 0.390 -0.965 -3.442  0.223
Br 2.590 -2.113 -5.044  -0.842

***

# 2
DFT (ωB97M-V with the def2-TZVPD basis set) results for one molecule with the formula C4H6O2.

Values from the calculation:
- total energy (eV) = -8337.4515
- energy above the lowest of the compared OMol25 structures with the same formula, charge and spin (eV) = 3.010
- highest occupied orbital energy (Eh) = -0.3282
- multiplicity = 1
- LUMO energy (eV) = 0.94
- total charge = 0
- HOMO-LUMO gap (eV) = 9.9

Each line ends with the natural charge from an NBO analysis.
Positions of all 12 atoms, in Å:
C -2.048 -0.157 -0.007  -0.539
C -0.668 -0.159 -0.180  0.304
C 0.289 1.049 -0.035  -0.122
C 1.483 -0.814 0.004  0.241
H -2.700 -1.063 0.116  0.240
H -2.257 0.862 -0.252  0.218
H 0.048 1.465 1.019  0.167
H 0.237 1.698 -0.832  0.200
H 1.726 -1.010 1.145  0.128
H 2.176 -1.212 -0.680  0.174
O 1.501 0.599 -0.134  -0.511
O 0.213 -1.258 -0.163  -0.501

***

# 3
DFT (ωB97M-V with the def2-TZVPD basis set) results for C26H30AgN6O7PS4 as an isolated structure.

Values from the calculation:
- total energy (eV) = -107354.6348
- energy above the lowest of the compared OMol25 structures with the same formula, charge and spin (eV) = 0.684
- highest occupied orbital energy (Eh) = -0.0566
- multiplicity = 1
- LUMO energy (eV) = 3.81
- total charge = -2
- HOMO-LUMO gap (eV) = 5.4

Each line ends with the Mulliken charge.
Positions of all 75 atoms, in Å:
Ag -0.100 0.312 0.512  2.130
C 3.991 0.743 3.977  -0.894
N 2.745 1.399 4.282  0.269
C 2.299 1.804 5.523  -0.676
C 1.072 2.322 5.369  -0.373
N 0.739 2.224 4.019  0.438
C 1.796 1.663 3.324  -0.084
S 2.032 1.519 1.691  -0.539
C -0.570 2.464 3.548  0.219
C -1.253 3.588 4.002  -0.682
C -2.597 3.704 3.699  -0.468
C -3.198 2.702 2.953  -0.880
C -2.408 1.659 2.491  -0.076
N -1.114 1.544 2.764  0.083
H 4.712 0.946 4.767  0.314
H 4.354 1.121 3.022  0.324
H 3.848 -0.334 3.872  0.305
H 2.895 1.686 6.411  0.436
H 0.383 2.708 6.097  0.439
H -0.738 4.347 4.577  0.481
H -3.163 4.561 4.043  0.387
H -4.252 2.738 2.713  0.451
H -2.828 0.861 1.882  0.209
S -0.761 -1.849 1.680  -0.447
C -2.262 -2.013 0.842  0.546
S -2.762 -0.797 -0.253  -0.512
C -3.050 -3.162 1.054  0.607
C -2.663 -4.222 1.908  -0.067
N -2.418 -5.131 2.581  -0.714
C -4.283 -3.377 0.395  -0.125
N -5.299 -3.616 -0.105  -0.740
C -3.441 2.749 -0.515  -0.563
O -2.453 2.530 -1.499  -0.420
P -0.859 2.235 -1.091  0.150
O -0.347 3.755 -0.920  -0.284
C 0.114 4.544 -2.012  -0.700
O -0.481 1.900 -2.622  -0.428
C -0.761 0.572 -3.073  -0.491
H -4.300 3.203 -1.014  0.333
H -3.087 3.433 0.262  0.275
H -3.749 1.805 -0.057  0.088
H 0.239 5.558 -1.630  0.216
H -0.607 4.549 -2.832  0.294
H 1.068 4.148 -2.358  0.216
H -0.318 0.474 -4.064  0.299
H -1.838 0.400 -3.125  0.281
H -0.323 -0.172 -2.405  0.008
C -2.676 -3.753 -2.301  -1.190
C -1.174 -3.682 -2.281  0.522
C -0.398 -4.339 -3.233  -0.830
C 0.987 -4.251 -3.199  -0.609
C 1.595 -3.512 -2.198  -0.004
C 0.842 -2.863 -1.229  -0.811
C -0.537 -2.947 -1.285  2.095
S 3.374 -3.414 -2.170  1.467
O 3.866 -4.102 -1.006  -0.752
O 3.868 -3.843 -3.458  -0.754
N 3.726 -1.822 -1.997  -0.364
C 3.345 -0.975 -3.138  -0.306
C 3.459 0.492 -2.745  -1.138
C 2.463 0.888 -1.615  0.269
O 2.362 2.095 -1.362  -0.717
O 1.869 -0.083 -1.063  -0.106
H -3.037 -4.292 -3.178  0.372
H -3.106 -2.750 -2.295  0.181
H -3.043 -4.257 -1.404  0.203
H -0.878 -4.921 -4.012  0.303
H 1.610 -4.737 -3.939  0.478
H 1.307 -2.280 -0.444  0.640
H -1.130 -2.430 -0.539  -2.186
H 3.248 -1.454 -1.165  0.215
H 2.316 -1.181 -3.461  0.256
H 4.014 -1.222 -3.964  0.468
H 3.249 1.130 -3.604  0.343
H 4.473 0.709 -2.398  0.321

***

# 4
DFT (ωB97M-V with the def2-TZVPD basis set) results for one molecule with the formula C23H46ClFO3Si.

Values from the calculation:
- total energy (eV) = -53857.2118
- highest occupied orbital energy (Eh) = -0.3514
- multiplicity = 1
- LUMO energy (eV) = 0.59
- total charge = 0
- HOMO-LUMO gap (eV) = 10.2

Each line ends with the Mulliken charge.
Positions of all 75 atoms, in Å:
C -4.053 2.505 5.928  -0.769
O -3.469 1.711 4.927  -0.311
C -4.270 0.578 4.617  -0.628
C -3.770 -0.051 3.327  -0.500
C -4.603 0.305 2.078  -0.430
C -4.892 -0.885 1.172  -1.182
C -3.628 -1.532 0.595  -0.807
C -2.916 -0.623 -0.419  -0.386
C -2.669 -1.291 -1.791  -0.566
C -2.653 -0.294 -2.959  -1.092
C -1.451 -0.426 -3.918  -0.376
C -0.937 0.914 -4.428  -1.444
C 0.061 1.601 -3.497  -0.438
C 1.487 0.965 -3.518  -0.764
Si 2.111 0.713 -1.750  -0.766
C 3.880 0.067 -1.847  -0.769
C 4.053 -1.442 -2.165  -0.646
C 4.944 -2.224 -1.195  -1.005
C 4.604 -2.067 0.271  0.153
O 5.731 -2.485 1.036  -0.481
C 5.469 -2.490 2.429  -0.700
C 0.885 -0.512 -0.970  0.228
C 1.279 -1.113 0.334  0.459
O 1.846 -0.581 1.265  -0.524
Cl 0.802 -2.857 0.485  -0.244
C 2.130 2.420 -0.940  -0.928
C 1.866 2.481 0.558  0.779
C 3.117 2.343 1.404  -1.243
F 1.322 3.761 0.830  -0.429
H -4.463 1.901 6.742  0.319
H -3.288 3.160 6.334  0.244
H -4.860 3.125 5.527  0.299
H -5.305 0.914 4.502  0.312
H -4.236 -0.122 5.455  0.330
H -2.757 0.319 3.179  0.218
H -3.682 -1.128 3.454  0.415
H -4.082 1.082 1.522  0.168
H -5.555 0.727 2.398  0.591
H -5.494 -1.620 1.704  0.417
H -5.493 -0.540 0.326  0.367
H -3.881 -2.502 0.170  0.548
H -2.961 -1.737 1.434  0.357
H -1.952 -0.333 -0.006  -0.237
H -3.532 0.257 -0.590  0.456
H -3.430 -2.050 -1.953  0.630
H -1.723 -1.831 -1.734  0.363
H -2.700 0.735 -2.601  0.512
H -3.563 -0.445 -3.539  0.367
H -0.674 -1.013 -3.431  0.201
H -1.759 -1.013 -4.784  0.475
H -0.498 0.833 -5.422  0.360
H -1.797 1.580 -4.532  0.467
H -0.353 1.561 -2.484  0.172
H 0.128 2.659 -3.738  0.501
H 1.457 0.028 -4.071  0.529
H 2.153 1.675 -4.003  0.564
H 4.318 0.635 -2.669  0.560
H 4.430 0.374 -0.958  0.659
H 3.080 -1.926 -2.269  0.326
H 4.528 -1.518 -3.140  0.339
H 5.996 -1.999 -1.361  0.327
H 4.828 -3.283 -1.432  0.304
H 4.371 -1.039 0.545  0.105
H 3.769 -2.729 0.512  0.286
H 4.446 -2.183 2.649  0.286
H 6.144 -1.813 2.946  0.266
H 5.587 -3.504 2.807  0.256
H 0.758 -1.325 -1.684  0.595
H -0.103 -0.065 -0.872  -0.512
H 1.393 3.053 -1.434  0.426
H 3.103 2.864 -1.146  0.584
H 1.099 1.779 0.872  0.106
H 4.010 2.667 0.877  0.305
H 2.996 2.970 2.284  0.419
H 3.274 1.327 1.758  0.228

***

# 5
DFT (ωB97M-V with the def2-TZVPD basis set) results for C43H34Br4F2N7O9Ta as an isolated structure.

Values from the calculation:
- total energy (eV) = -361161.3939
- energy above the lowest of the compared OMol25 structures with the same formula, charge and spin (eV) = 0.000
- highest occupied orbital energy (Eh) = -0.2443
- multiplicity = 1
- LUMO energy (eV) = -1.53
- total charge = 0
- HOMO-LUMO gap (eV) = 5.1

Each line ends with the Mulliken charge.
Positions of all 100 atoms, in Å:
Ta 0.158 -0.124 0.195  1.893
Br -2.822 0.856 6.483  -0.190
C -1.643 0.352 5.097  0.344
C -0.493 -0.375 5.382  0.217
Br -0.078 -0.872 7.154  -0.190
C 0.375 -0.750 4.346  -0.213
Br 1.950 -1.736 4.627  -0.124
C 0.074 -0.382 3.052  0.574
O 0.801 -0.668 1.973  -0.608
C -1.086 0.356 2.756  0.068
O -1.246 0.625 1.480  0.400
C -1.943 0.721 3.780  -0.638
Br -3.480 1.696 3.304  -0.132
C -0.591 -3.001 -6.577  -0.512
C 0.807 -2.401 -6.521  -1.231
N 0.976 -1.478 -5.402  0.303
C 1.431 -1.975 -4.221  -0.313
C 1.484 -1.286 -3.063  0.086
C 1.774 -2.044 -1.800  -0.218
O 2.459 -3.041 -1.819  -0.730
O 1.109 -1.591 -0.789  -0.641
C 1.073 0.086 -3.041  1.034
O 1.029 0.805 -2.036  -0.284
C 0.634 0.636 -4.328  0.068
C 0.215 1.965 -4.371  -0.639
C -0.323 2.468 -5.519  0.535
F -0.647 3.782 -5.586  -0.458
C -0.545 1.657 -6.638  -0.948
C -0.114 0.341 -6.600  -0.446
C 0.515 -0.178 -5.461  0.310
N -1.227 2.134 -7.771  0.310
C -0.769 1.846 -9.104  -0.909
C -1.937 1.201 -9.876  -0.653
N -3.202 1.627 -9.197  0.217
C -3.161 3.083 -8.855  -0.819
C -2.133 3.261 -7.719  -0.567
H -0.680 -3.677 -7.428  0.434
H -1.351 -2.224 -6.660  -0.132
H -0.794 -3.563 -5.665  0.352
H 1.065 -1.882 -7.446  0.465
H 1.549 -3.189 -6.393  0.493
H 1.735 -3.014 -4.229  0.500
H 0.328 2.580 -3.487  0.617
H -0.323 -0.295 -7.449  0.615
H 0.079 1.168 -9.078  0.492
H -0.440 2.762 -9.612  0.376
H -1.906 0.113 -9.844  0.417
H -1.989 1.530 -10.913  0.398
H -3.303 1.109 -8.302  -0.439
H -4.012 1.402 -9.772  0.421
H -4.158 3.393 -8.553  0.385
H -2.884 3.621 -9.761  0.369
H -2.641 3.266 -6.758  0.317
H -1.629 4.225 -7.848  0.616
O 2.375 0.311 0.157  -0.367
N 2.769 1.506 0.068  -0.674
N 1.813 2.331 0.140  1.009
O 0.589 1.897 0.379  -0.614
C 2.008 3.740 0.064  0.347
C 3.293 4.265 0.014  -0.592
C 3.444 5.638 -0.072  -0.516
C 2.330 6.468 -0.106  -0.488
C 1.058 5.920 -0.053  -0.800
C 0.881 4.546 0.032  -0.099
H 4.148 3.607 0.046  0.471
H 4.439 6.061 -0.106  0.382
H 2.457 7.541 -0.166  0.392
H 0.187 6.561 -0.073  0.414
H -0.101 4.093 0.073  0.477
F -1.136 -1.536 0.174  -0.639
O -1.981 2.823 -0.480  -0.624
C -2.148 1.868 -1.190  -1.090
N -3.138 1.846 -2.205  0.026
C -3.278 0.481 -2.673  1.932
C -1.920 -0.096 -2.219  -0.555
O -1.426 -1.105 -2.694  -0.607
N -1.430 0.677 -1.226  1.307
C -3.555 0.361 -4.156  -0.823
C -4.018 1.447 -4.888  -0.062
C -4.515 1.268 -6.177  -0.319
C -4.501 0.008 -6.767  -0.887
C -3.955 -1.065 -6.065  -1.184
C -3.500 -0.893 -4.770  -0.420
C -4.400 -0.255 -1.923  0.103
C -4.155 -1.326 -1.075  0.002
C -5.210 -1.916 -0.387  -0.986
C -6.503 -1.447 -0.541  -0.556
C -6.751 -0.373 -1.388  -0.896
C -5.704 0.216 -2.075  -0.219
H -3.976 2.325 -1.897  0.453
H -4.038 2.424 -4.421  0.539
H -4.978 2.108 -6.688  0.699
H -4.980 -0.165 -7.726  0.632
H -3.941 -2.052 -6.510  0.559
H -3.123 -1.733 -4.202  0.585
H -3.147 -1.688 -0.911  0.386
H -5.005 -2.738 0.287  0.493
H -7.317 -1.908 0.003  0.400
H -7.758 0.007 -1.508  0.412
H -5.906 1.050 -2.740  0.408

***

# 6
DFT (ωB97M-V with the def2-TZVPD basis set) results for a 2-piece molecular cluster, C9H10N4O2 overall.

Values from the calculation:
- total energy (eV) = -19546.9036
- energy above the lowest of the compared OMol25 structures with the same formula, charge and spin (eV) = 3.119
- highest occupied orbital energy (alpha / beta) (Eh) = -0.2215 / -0.2215
- multiplicity = 1
- LUMO energy (alpha / beta) (eV) = 0.33 / 0.33
- total charge = 0
- HOMO-LUMO gap (alpha / beta) (eV) = 6.4 / 6.4

Each line ends with the natural charge from an NBO analysis.
Positions of all 25 atoms, in Å:
C -1.763 -2.922 -1.672  -0.190
C -2.397 -2.342 -0.607  -0.282
C -0.626 -2.469 -2.195  -0.255
C -1.768 -1.399 0.101  -0.183
C 0.107 -1.551 -1.425  0.152
C -0.539 -0.998 -0.268  -0.033
C 0.498 2.728 -1.208  1.030
C 1.350 2.493 2.555  -0.407
C 0.187 0.794 1.184  0.133
N 1.379 -1.165 -1.481  -0.372
N 1.449 -0.209 -0.540  -0.271
N 0.339 -0.158 0.337  -0.110
N 1.337 1.485 1.509  -0.627
O 1.648 2.844 -1.219  -0.528
O -0.643 2.620 -1.247  -0.499
H -2.257 -3.705 -2.325  0.214
H -3.409 -2.779 -0.254  0.216
H -0.094 -2.748 -3.161  0.227
H -2.289 -0.947 0.978  0.205
H 0.286 2.475 2.876  0.196
H 2.066 2.202 3.378  0.208
H 1.603 3.535 2.117  0.202
H -0.710 0.773 1.745  0.206
H 2.346 -0.343 0.072  0.368
H 1.901 1.784 0.748  0.401

***

For reference, max |F| by record: 2.99, 5.35, 1.35, 2.46, 0.82, 5.32 eV Å⁻¹.